Entry 1:
C24H50NO13S5 | wB97M-V/def2-TZVPD

Each line ends with the Mulliken charge.
Element x y z (Å)
H1 2.2380 29.2590 9.1940  0.35
C1 7.2340 33.0070 9.6110  -0.76
H2 2.0370 33.0030 9.5190  0.38
H3 6.8410 35.0650 6.8490  0.28
C2 10.5810 32.5740 3.4430  -0.70
H4 9.0510 31.3040 4.3190  0.12
C3 8.4380 31.9580 2.3910  -0.70
H5 2.8720 35.6160 -0.3960  0.31
C4 1.4640 34.1940 -0.1880  -1.16
H6 1.2480 29.9930 10.5610  0.47
O1 8.1790 34.4800 1.8510  -0.79
N1 3.5630 33.8580 4.4490  0.11
O2 5.7930 32.9320 6.1360  -0.44
C5 1.6120 29.5060 2.5120  -0.66
H7 5.6170 37.4800 7.4250  -0.01
H8 -0.0540 36.4140 -1.2640  0.53
S1 6.9570 32.8320 7.0070  1.07
H9 2.1280 29.0970 1.6970  0.51
H10 0.5500 37.3670 1.1190  0.33
H11 5.7490 34.5690 9.3330  -0.09
H12 3.9340 38.4770 9.6370  0.43
H13 6.8620 30.8540 8.6940  0.35
H14 1.2750 37.2920 -1.0600  0.35
C6 0.7510 36.4100 -0.7770  -0.96
H15 1.7460 38.8410 7.3440  0.36
H16 9.4600 33.9480 4.7540  -0.10
O3 2.6270 32.2410 7.4390  -0.01
O4 -0.4850 34.2210 1.6870  -0.71
C7 6.5730 32.0160 8.5970  -0.24
C8 2.2570 32.0940 8.8890  -0.77
H17 2.6390 33.5190 4.1290  0.09
C9 1.9000 35.3450 -0.8500  -0.48
C10 4.7790 38.2360 7.7640  -0.28
C11 7.0440 34.4300 9.0400  -0.35
O5 1.2910 30.5420 7.4220  -0.33
O6 2.3260 31.2170 5.5510  -0.56
H18 5.1930 39.1700 8.0110  0.45
O7 3.7760 39.5370 5.8220  -0.71
O8 7.2830 33.5770 3.8810  -0.43
C12 9.8440 33.9150 3.8160  -0.34
H19 7.6900 35.0150 9.5990  0.49
H20 5.5760 32.2490 8.6760  -0.16
H21 -1.0600 30.5490 0.8820  0.30
H22 1.6470 37.4620 6.5910  0.89
H23 0.2060 28.1180 1.4760  0.25
C13 2.2490 37.8820 7.1160  -1.36
H24 -0.8480 36.4140 0.5650  0.35
S2 8.2970 33.6060 2.9820  0.95
C14 -0.9430 29.4590 2.7780  -0.91
H25 11.4290 32.3530 4.1330  0.36
H26 0.5310 28.9910 9.2540  0.34
C15 2.5850 37.1200 8.3690  0.09
H27 6.7600 33.0080 10.6150  0.40
H28 2.9600 31.6010 9.3090  0.51
C16 1.3340 29.7070 9.5840  -1.41
S3 1.1580 31.0050 1.8850  1.23
H29 3.0610 36.1690 8.2370  -0.06
C17 0.2870 28.5890 2.5450  -0.68
H30 9.9310 30.3910 3.1280  0.31
S4 0.7350 34.8440 1.3070  1.15
H31 8.4580 34.3150 7.4280  0.45
C18 2.1550 31.3590 6.7660  0.46
H32 -0.8800 29.7150 3.8940  0.17
O9 1.8220 35.0950 2.3050  -0.69
H33 11.0940 32.7630 2.5570  0.39
H34 7.4430 31.6320 2.5440  0.42
O10 1.5140 32.1180 2.7000  -0.47
C19 9.5020 31.4830 3.4170  -0.30
O11 4.0720 36.9530 5.6610  -0.53
H35 -1.8040 29.1800 2.6050  0.74
H36 -1.0090 31.5590 2.3700  0.58
C20 3.9000 37.7450 8.9050  -1.16
H37 1.9630 33.3570 0.0440  0.83
H38 4.2790 37.0040 9.3810  0.48
H39 10.3150 34.7570 3.4960  0.48
H40 8.7930 31.6940 1.3790  0.31
C21 -0.6250 30.7200 1.9620  -0.81
H41 0.6300 33.7360 -0.6410  0.45
C22 1.1180 31.0050 8.7170  0.29
H42 1.9700 29.5810 3.5510  0.11
C23 7.4290 34.3830 7.5590  -0.67
H43 1.6300 37.0800 9.1360  0.30
C24 0.2610 36.4570 0.6460  -0.65
H44 3.3830 34.5800 3.8470  0.43
H45 4.3520 33.2320 4.1700  0.30
H46 0.0070 31.4620 8.9120  0.23
H47 0.2640 27.8210 3.2960  0.44
H48 3.4920 34.1230 5.5700  0.20
H49 8.3550 32.7650 9.6630  0.33
O12 8.0740 32.0860 6.5260  -0.66
O13 1.5880 30.9720 0.5180  -0.80
S5 3.8150 38.2070 6.3450  1.11
H50 2.1980 35.1070 -2.0790  0.27

charge	+1
molecular weight	720.993	g mol⁻¹

Entry 2:
C24H51Cl2HfNP2 | wB97M-V/def2-TZVPD

Each line ends with the Mulliken charge.
Element x y z (Å)
H1 -1.7456 2.3219 1.5736  0.09
H2 -1.8118 -2.2256 2.2538  0.14
C1 0.8128 -3.3784 2.1241  -1.31
C2 -0.4606 3.2244 -1.6677  0.83
H3 -1.3935 5.0284 -0.9014  0.31
C3 -0.5766 4.7458 -1.5750  -1.75
H4 3.7662 2.7729 0.8996  0.42
H5 -1.1972 0.2688 -0.3541  -0.04
H6 0.9402 -2.2950 2.2845  -0.16
C4 0.9138 3.3241 2.4601  -1.73
C5 -2.2815 -4.0911 -1.5362  -1.64
H7 -0.8059 5.1530 -2.5656  0.46
N1 2.5786 -0.6867 1.5300  1.46
H8 -2.3993 3.2217 -2.6388  0.46
H9 -1.6127 -4.5159 -2.2897  0.32
H10 1.9568 3.6193 2.2988  0.28
H11 -2.1604 3.9337 0.9598  0.26
H12 0.9047 2.2617 2.7466  0.13
H13 1.5754 -5.0631 -0.2902  0.35
H14 -2.6087 -3.7137 1.7151  0.25
P1 -0.3534 -2.5445 -0.2346  -0.07
H15 -1.6535 -2.1062 -2.1279  0.48
H16 -2.2462 -4.7291 -0.6450  0.30
H17 -1.6703 3.7003 2.6522  0.43
H18 2.2459 -0.4628 4.9042  0.43
H19 5.7751 -1.4328 1.9567  0.48
C6 4.4155 -0.9234 -0.2897  -2.02
H20 -1.7325 1.5925 -2.4069  0.23
H21 0.7507 -3.8260 3.1264  0.62
P2 0.4243 2.5106 -0.2000  -0.41
H22 0.2117 2.9671 -2.5003  0.53
C7 -1.4743 3.3890 1.6174  -1.27
H23 2.2490 2.1556 -1.6287  0.49
H24 2.4083 4.7616 -0.0401  0.35
H25 0.0402 -5.3557 -1.1187  0.40
C8 0.0073 3.5921 1.2593  0.57
C9 2.6834 4.1448 -0.9041  -1.83
H26 -2.4190 2.4606 -1.0316  0.21
H27 -3.3023 -4.1514 -1.9367  0.47
C10 1.6756 -0.3760 3.9438  -0.95
H28 3.7786 4.1561 -0.9660  0.50
H29 0.5532 3.8916 3.3295  0.59
H30 0.4897 -3.1117 -2.4036  0.58
C11 4.0008 -0.9893 3.2960  -1.21
C12 2.2592 -2.7221 -1.2412  -0.94
C13 0.9977 -4.8410 -1.1975  -1.92
C14 2.6796 -0.6689 2.9139  0.39
C15 3.1676 2.0534 0.3155  -1.17
H31 3.7484 -0.5385 -1.0971  0.22
H32 0.8417 -1.0803 4.0245  0.09
C16 2.2246 2.7142 -0.6764  0.77
H33 1.2637 0.6449 3.9171  0.02
H34 -3.8215 -2.5737 -0.0888  0.40
Cl1 0.6605 -0.0254 -2.3429  -0.47
H35 4.2966 -1.0212 4.3348  0.49
C17 3.8495 -0.9546 1.0513  0.67
Hf1 0.4498 -0.1013 0.1114  1.09
C18 -3.1295 -1.8766 -0.5871  -1.31
H36 3.0717 -3.3720 -1.6048  0.43
H37 1.5471 -5.2763 -2.0373  0.47
H38 2.6075 1.4479 1.0609  -0.28
H39 5.3031 -0.2600 -0.2688  0.54
H40 -2.8441 -1.1017 0.1356  0.23
H41 4.7681 -1.9281 -0.5818  0.44
Cl2 -1.0569 0.0798 2.0678  -0.60
H42 1.7448 -3.7437 1.6752  0.07
H43 3.8729 1.3992 -0.1951  0.44
C19 4.7248 -1.1891 2.1345  -1.40
C20 -1.9362 -2.6330 -1.1977  0.64
H44 -3.6790 -1.3660 -1.3946  0.39
H45 2.3394 -1.7772 -1.7913  0.19
C21 -1.8279 2.5827 -1.9492  -1.31
H46 -1.5657 -3.7127 3.1493  0.47
H47 2.4681 -2.5382 -0.1791  -0.06
H48 0.3328 5.2438 -1.2284  0.37
C22 0.8785 -3.3404 -1.4021  0.51
C23 -0.4455 -3.6235 1.2924  0.61
H49 -0.4863 -4.6725 0.9661  0.86
H50 0.1504 4.6372 0.9535  0.73
H51 2.2886 4.5866 -1.8168  0.35
C24 -1.6820 -3.3121 2.1338  -1.44

charge	0
molecular weight	665.023	g mol⁻¹

Number 1: DFT total energy -107964.5654 eV. Number 2: DFT total energy -72137.1831 eV.